The ion C10H21N2O with charge +1. Source: the OMol25 dataset; level of theory: ωB97M-V/def2-TZVPD.

```
34
Properties=species:S:1:pos:R:3:nbo_charge:R:1
C 0.48882 -0.98722 2.48120 -0.625
C 1.56677 -0.18525 1.61225 -0.446
C 0.99879 0.49855 0.28197 -0.035
N 2.30055 0.96417 -0.39174 -0.533
C 2.46569 0.45885 -1.81082 -0.257
C 1.67957 -0.96160 -1.70219 -0.420
C 0.37403 -0.40190 -0.89384 -0.230
C -0.75013 -1.48232 -0.57263 -0.525
C -1.98897 -0.96403 0.27806 0.691
O -2.35107 -1.69878 1.23950 -0.548
N -2.74487 0.26421 0.08332 -0.481
C -2.64703 0.82848 -1.28968 -0.440
C -2.52172 1.26945 1.15398 -0.425
H -0.52111 -0.44724 2.52477 0.235
H 0.35502 -2.02907 2.02408 0.227
H 0.88944 -1.12433 3.54961 0.244
H 2.47654 -0.85264 1.43883 0.217
H 1.94152 0.67809 2.27953 0.228
H 0.48532 1.51408 0.43588 0.239
H 3.17353 0.64759 0.06210 0.443
H 2.38869 1.99190 -0.46658 0.440
H 3.50780 0.15825 -2.14236 0.263
H 1.91656 1.18983 -2.50096 0.237
H 1.37215 -1.30978 -2.75222 0.259
H 2.16785 -1.78861 -1.08531 0.236
H 0.00077 0.38128 -1.65180 0.221
H -0.35433 -2.44011 -0.08276 0.267
H -1.17468 -1.82849 -1.58702 0.256
H -2.02934 1.79490 -1.25620 0.180
H -3.70952 1.16672 -1.58063 0.233
H -2.32213 0.09940 -2.09394 0.214
H -2.88271 0.79996 2.13792 0.248
H -1.43390 1.56422 1.32193 0.156
H -3.11787 2.23142 0.95574 0.232
```

Results
energy relative to the best compared isomer or geometry (same formula, charge and spin) = 11.0 kcal/mol
charge = +1
Kohn-Sham gap = 8.81 eV
multiplicity = 1
strongest force on any atom = 4.19 eV/Å

---

A cluster of 2 separate species, C10H21N2O2 in total. Source: the OMol25 dataset; level of theory: ωB97M-V/def2-TZVPD.

```
35
Properties=species:S:1:pos:R:3:nbo_charge:R:1
N -0.77153 -4.55206 0.04280 -1.109
C 0.16639 -4.45516 -1.06247 0.822
O 1.39829 -4.30774 -0.80401 -0.863
O -0.33355 -4.46164 -2.23273 -0.866
H -1.10592 -3.58447 0.15258 0.242
C 1.56637 3.00861 1.93117 -0.626
C 2.25113 2.27505 0.78250 -0.402
C 1.36387 2.03543 -0.44938 -0.435
C -0.06519 1.56718 -0.20602 -0.230
N -0.25227 0.08361 -0.00661 -0.224
C -1.56521 -0.14040 0.73250 -0.247
C -2.60451 -0.20129 -0.36571 -0.424
C -1.89655 -1.06970 -1.39803 -0.443
C -0.43906 -0.62093 -1.34603 -0.228
C 0.84770 -0.58249 0.75940 -0.457
H 0.79807 2.39315 2.40311 0.197
H 2.29335 3.25985 2.70382 0.219
H 1.10147 3.93693 1.58997 0.199
H 2.66363 1.33711 1.15386 0.208
H 3.11422 2.86055 0.45614 0.207
H 1.87256 1.36768 -1.14878 0.228
H 1.28186 2.99659 -0.96554 0.218
H -0.67364 1.83105 -1.06983 0.218
H -0.50656 2.07715 0.64725 0.212
H -1.49444 -1.09768 1.24828 0.246
H -1.71197 0.65491 1.46171 0.203
H -2.82147 0.79546 -0.76187 0.188
H -3.54053 -0.63783 -0.02236 0.240
H -2.31905 -0.97653 -2.39652 0.227
H -1.96395 -2.12553 -1.11510 0.286
H -0.18317 0.06584 -2.15101 0.199
H 0.23843 -1.47752 -1.36746 0.292
H 0.93702 -0.09918 1.73109 0.199
H 1.76850 -0.51745 0.18795 0.224
H 0.58570 -1.63855 0.88534 0.279
```

Results
energy relative to the best compared isomer or geometry (same formula, charge and spin) = 137.9 kcal/mol
charge = -1
Kohn-Sham gap = 2.06 eV
multiplicity = 1
strongest force on any atom = 1.27 eV/Å

---

An isolated molecule of C10H21NO. Source: the OMol25 dataset; level of theory: ωB97M-V/def2-TZVPD.

```
33
Properties=species:S:1:pos:R:3:nbo_charge:R:1
C -0.20280 -2.20896 -1.47394 -0.438
N 0.15906 -1.73520 -0.19682 -0.044
O 0.46632 -3.05903 0.36502 -0.579
C 0.16199 -0.31614 0.01883 0.382
C 0.45306 0.03213 1.46453 -0.135
C 1.52531 1.15109 1.68829 -0.623
C 1.17813 -1.10301 2.17610 -0.619
C -0.90143 0.34483 2.16629 -0.596
C -0.44663 0.56383 -1.03725 -0.149
C -0.45203 2.04833 -0.69062 -0.586
C -1.87553 0.11331 -1.47882 -0.612
C 0.47700 0.61658 -2.27005 -0.614
H -0.56654 -1.45106 -2.20150 0.195
H 0.61241 -2.73992 -1.98436 0.227
H -1.01766 -2.99073 -1.30708 0.234
H 2.39116 0.96497 1.01050 0.213
H 2.10072 1.21234 2.64013 0.229
H 1.25406 2.17991 1.51785 0.201
H 2.23294 -1.16594 1.87513 0.208
H 1.15720 -0.81581 3.32572 0.198
H 0.67104 -2.03733 1.87094 0.276
H -1.38975 -0.59376 2.30140 0.225
H -1.49679 0.95379 1.44220 0.199
H -0.53717 0.95942 2.99737 0.226
H 0.50846 2.43494 -0.57128 0.217
H -1.06310 2.32433 0.17091 0.211
H -0.95371 2.53371 -1.54339 0.213
H -1.90523 -0.23932 -2.48847 0.217
H -2.20729 -0.79392 -0.88019 0.228
H -2.64413 0.91331 -1.33218 0.222
H 0.82990 -0.45668 -2.53634 0.231
H 1.47640 1.03781 -2.07115 0.216
H 0.00464 1.32214 -2.96779 0.224
```

Results
energy relative to the best compared isomer or geometry (same formula, charge and spin) = 149.4 kcal/mol
Kohn-Sham gap (alpha / beta) = 8.78 / 8.77 eV
multiplicity = 1
strongest force on any atom = 6.50 eV/Å

---

Number 1: energy -578.04278 hartree. Number 2: energy -653.46815 hartree. Number 3: energy -523.39848 hartree.